1.
ORCA calculation (wB97M-V/def2-TZVPD) on 11 unconnected molecules or ions with the total composition C34H28Cl40F2IN2O2 at a distorted geometry.

ORCA input file:
```
! RIJCOSX wB97M-V def2-TZVPD def2/J DEFGRID3
* xyz 1 1
I 2.292 -2.763 1.137
Cl -6.250 5.716 -4.530
Cl 0.421 -8.568 -2.014
Cl 1.424 -4.378 3.908
Cl 9.171 4.379 1.840
Cl -4.499 -3.167 1.342
Cl -3.570 4.751 -4.046
Cl 2.170 1.007 12.749
Cl -1.473 -3.073 8.443
Cl 7.876 4.786 -1.237
Cl -5.678 -1.853 -2.673
Cl 11.150 6.125 3.005
Cl -0.271 -9.077 0.739
Cl 2.115 -10.241 -0.384
Cl -4.996 -5.442 3.051
Cl -6.457 -2.989 3.466
Cl 0.500 -3.348 6.347
Cl -8.513 -2.380 -2.487
Cl -7.393 -0.078 -1.159
Cl 1.512 -7.228 3.444
Cl 0.252 -0.852 7.767
Cl -2.349 1.768 6.627
Cl 5.520 3.115 -1.169
Cl -1.633 4.562 6.500
Cl 0.630 -0.381 10.740
Cl 8.121 1.967 -0.687
Cl -4.011 7.525 -4.748
Cl 1.997 -7.400 0.102
Cl 8.376 6.397 3.744
Cl 9.249 7.170 1.103
Cl 2.300 -1.870 12.564
Cl -4.401 5.463 -6.733
Cl -0.189 -5.554 1.810
Cl -3.643 -3.120 4.102
Cl -0.103 -0.593 13.526
Cl 0.402 2.533 6.205
Cl 1.331 -3.211 9.098
Cl -0.860 -6.037 4.567
Cl 7.412 2.861 -3.336
Cl -7.569 -0.139 -4.042
Cl -0.838 2.967 8.771
F 3.969 1.007 -1.502
F -0.236 1.131 -1.929
O 2.765 2.651 0.367
O 0.940 -2.551 -5.012
N -1.245 -1.881 -4.950
N 2.181 2.133 -0.767
C 2.634 0.826 -1.410
C 9.488 6.017 2.425
C 0.737 1.947 -2.514
C -7.293 -1.112 -2.592
C 0.175 -1.644 -4.900
C -2.985 -2.933 -3.608
C 0.468 -5.806 3.431
C -4.283 2.579 -1.133
C -0.724 3.984 -3.158
C 1.228 2.768 -1.302
C -1.771 -2.247 -3.647
C -1.108 2.960 7.029
C -4.562 5.867 -5.018
C 2.406 -1.695 -0.743
C -3.775 1.842 -2.193
C -3.522 -3.319 -2.387
C 1.936 1.011 -2.775
C -2.514 4.184 -1.436
C -2.639 2.274 -2.864
C -4.903 -3.682 2.998
C -2.898 -3.040 -1.175
C -1.708 -2.324 -1.220
C 2.118 -0.215 -0.423
C 0.656 -0.184 -4.729
C 1.794 -0.232 -3.678
C -1.161 -1.939 -2.438
C -3.652 3.763 -0.769
C 0.155 -2.622 7.926
C 1.065 -8.822 -0.389
C 0.300 2.915 -3.602
C 7.239 3.187 -1.608
C 3.760 -1.977 -1.406
C 1.248 -0.459 12.395
C -1.981 3.439 -2.496
H -0.072 2.433 -4.504
H -1.035 4.509 -4.064
H -5.158 2.218 -0.609
H -3.492 -3.168 -4.536
H -4.259 0.915 -2.480
H -1.659 -0.978 -5.180
H -2.057 5.118 -1.121
H -0.255 4.735 -2.519
H -1.181 -2.087 -0.300
H 2.176 2.416 1.105
H 2.569 0.004 0.552
H -0.216 -1.409 -2.407
H 3.792 -3.029 -1.696
H 4.562 -1.824 -0.683
H 2.731 -0.309 -4.229
H 3.896 -1.383 -2.311
H -4.444 -3.883 -2.370
H 1.041 0.139 -5.699
H 1.692 -1.170 -3.139
H 1.628 -2.156 -1.350
H 1.206 3.456 -3.902
H 1.040 -0.115 -0.275
H -3.303 -3.337 -0.205
H -2.259 1.654 -3.673
H 2.655 1.642 -3.318
H 0.827 3.714 -0.965
H -4.035 4.353 0.056
H -0.214 0.392 -4.422
*
```

* DFT total energy: -20476.98232 Eh

These are the Löwdin partial charges, in e, on atoms 1 to 4:
1. I 0.94
2. Cl 0.54
3. Cl 0.53
4. Cl 0.38

---

2.
ORCA calculation (wB97M-V/def2-TZVPD) on a molecular structure, C34H28CoFIN2O2 at a distorted geometry.

ORCA input file:
```
! RIJCOSX wB97M-V def2-TZVPD def2/J DEFGRID3
* xyz -2 2
I -1.140 2.668 0.460
Co 0.672 0.248 -0.297
F 6.624 -1.922 -0.403
O 1.589 1.299 1.427
O -1.128 -3.385 2.191
N -0.254 -2.308 1.936
N 0.882 0.221 1.550
C -1.986 -3.963 -1.262
C -1.472 4.730 -3.298
C 0.523 1.092 -2.094
C -0.230 -1.456 2.883
C 3.042 -1.639 0.228
C -0.295 -5.973 -2.130
C 4.353 -2.130 0.272
C -1.514 4.307 -1.952
C -1.003 -1.632 4.168
C 1.043 0.802 -4.496
C 0.187 -4.688 -1.931
C 1.086 0.493 3.950
C -0.897 3.147 -1.578
C -3.812 -0.818 -2.981
C -2.007 -0.865 -1.346
C 1.111 0.407 -3.148
C -0.206 2.742 -3.850
C -4.701 -0.333 -2.026
C -0.182 2.294 -2.476
C 0.590 -0.241 2.731
C -0.642 -3.627 -1.519
C -2.909 -0.352 -0.410
C -0.838 3.956 -4.218
C 0.402 1.956 -4.850
C -4.234 -0.096 -0.740
C 2.658 -0.495 -0.500
C 3.713 0.138 -1.174
C 5.037 -0.318 -1.153
C -2.465 -5.253 -1.451
C 5.326 -1.453 -0.429
C -2.490 -1.068 -2.649
C -1.632 -6.272 -1.897
C -0.592 -1.109 -1.027
C -0.030 -2.307 -1.306
H 1.306 -0.196 4.770
H 4.616 -3.022 0.834
H -0.813 4.250 -5.264
H 3.503 1.039 -1.754
H 1.990 1.030 3.671
H -0.358 -2.036 4.951
H -2.660 -3.196 -0.903
H 1.055 -2.356 -1.272
H -4.904 0.308 0.011
H -1.794 -1.426 -3.399
H -2.013 -7.276 -2.050
H 1.239 -4.476 -2.096
H -4.157 -1.006 -3.992
H -1.955 5.656 -3.589
H 0.362 1.233 4.312
H -1.100 -3.842 1.344
H -1.828 -2.322 4.015
H -1.390 -0.671 4.511
H 1.508 0.186 -5.261
H -2.040 4.897 -1.213
H -2.559 -0.179 0.601
H 0.343 2.280 -5.886
H 2.283 -2.180 0.794
H -3.508 -5.465 -1.239
H 1.655 -0.503 -2.919
H 0.382 -6.753 -2.465
H -5.735 -0.133 -2.283
H 5.833 0.192 -1.692
*
```

* DFT total energy: -3352.56167 Eh

These are the natural (NBO) partial charges, in e, on atoms 1 to 4:
1. I 0.16
2. Co 0.82
3. F -0.39
4. O -0.59

---

3.
ORCA calculation (wB97M-V/def2-TZVPD) on a molecular structure, C34H28IN2OPPdS3.

ORCA input file:
```
! RIJCOSX wB97M-V def2-TZVPD def2/J DEFGRID3
* xyz 0 1
I 1.781 2.089 -0.198
Pd 1.811 -0.265 1.008
S 1.832 -2.191 2.239
S 3.023 0.237 2.916
S 3.479 -2.113 4.760
P 1.167 -1.059 -1.082
O -0.852 0.655 1.214
N -2.520 1.528 4.115
N -2.445 1.389 2.723
C 3.227 1.691 -1.642
C 4.242 2.602 -1.715
C -3.105 2.338 1.907
C 2.076 -5.568 -1.415
C 1.465 -2.855 -1.236
C 0.536 -3.752 -1.752
C 3.970 0.685 -3.699
C -3.353 2.021 0.575
C -3.980 2.949 -0.240
C 2.128 -0.441 -2.542
C -2.343 -0.016 -2.958
C -1.264 0.669 6.091
C 2.701 -3.331 -0.798
C 3.818 -0.209 -4.783
C -1.416 0.856 4.623
C 2.825 -1.138 -4.780
C -2.877 -1.320 -1.012
C 2.847 -1.416 3.433
C -0.988 -0.151 -2.673
C 0.840 -5.104 -1.838
C 5.176 2.563 -2.768
C -0.609 0.435 3.631
C -0.575 -0.866 -1.557
C -3.836 1.216 4.662
C 3.007 -4.677 -0.896
C 5.015 1.642 -3.754
C 3.078 0.632 -2.587
C 2.014 -1.261 -3.642
C -1.531 -1.429 -0.712
C -3.287 -0.609 -2.135
C -4.132 4.485 1.592
C -1.231 0.785 2.373
C -3.487 3.575 2.416
C -4.379 4.180 0.262
H 2.311 -6.622 -1.477
H 5.680 1.620 -4.608
H 4.317 3.380 -0.969
H -4.102 0.168 4.493
H 4.503 -0.126 -5.618
H -4.876 4.896 -0.379
H -4.160 2.698 -1.278
H 0.106 -5.793 -2.236
H 2.688 -1.813 -5.614
H -4.578 1.857 4.190
H 3.418 -2.646 -0.359
H -1.219 -1.952 0.184
H -3.268 3.823 3.446
H -3.038 1.065 0.187
H 0.344 -0.056 3.726
H 3.966 -5.036 -0.547
H 1.300 -2.075 -3.618
H -1.388 1.612 6.624
H 5.978 3.286 -2.803
H -0.274 0.271 6.302
H -2.001 -0.040 6.474
H -3.610 -1.774 -0.358
H -4.431 5.445 1.994
H -4.341 -0.514 -2.362
H -3.826 1.427 5.728
H -0.432 -3.403 -2.090
H -0.259 0.305 -3.330
H -2.653 0.547 -3.828
*
```

* DFT total energy: -3458.72314 Eh

These are the Löwdin partial charges, in e, on atoms 1 to 4:
1. I 1.19
2. Pd 0.01
3. S 0.48
4. S 0.42

---

4.
ORCA calculation (wB97M-V/def2-TZVPD) on a molecular structure, C34H28NOPPdSSe.

ORCA input file:
```
! RIJCOSX wB97M-V def2-TZVPD def2/J DEFGRID3
* xyz 0 1
Pd 0.633 1.160 1.243
Se 1.839 0.599 3.236
S -1.224 1.099 2.470
P 2.059 -0.756 -1.156
O 2.198 0.464 -0.292
N -0.616 1.837 -0.336
C -2.278 -2.179 -0.922
C 2.556 -2.173 2.890
C -1.916 1.422 -0.185
C 2.855 -3.419 -0.897
C 3.750 -4.410 -0.525
C -1.133 2.596 -2.526
C 4.079 -0.711 -4.718
C -3.631 0.575 1.260
C 3.137 -2.087 -0.609
C 0.317 -1.834 3.680
C 3.343 0.192 -5.468
C -0.416 -1.522 -2.296
C -2.834 1.480 -1.249
C -1.744 -1.909 -2.174
C 2.551 -0.444 -2.870
C 4.925 -4.071 0.133
C -1.481 -2.086 0.211
C -2.385 2.068 -2.455
C 2.207 0.780 -4.926
C 0.381 -1.405 -1.160
C 5.206 -2.742 0.424
C 1.541 -1.302 3.270
C 1.097 3.136 -1.469
C 0.106 -3.205 3.660
C -0.247 2.474 -1.425
C -2.328 0.996 1.106
C -4.531 0.564 0.179
C 3.685 -1.030 -3.424
C -0.155 -1.705 0.095
C 4.313 -1.748 0.053
C 2.345 -3.547 2.873
C 1.116 -4.067 3.247
C -4.152 1.010 -1.059
C 1.817 0.466 -3.635
H 3.527 -5.447 -0.739
H 3.513 -1.766 2.597
H 4.506 -0.710 0.295
H 3.145 -4.207 2.560
H -0.850 -3.604 3.976
H -0.791 3.112 -3.414
H -2.363 -1.992 -3.058
H 5.622 -4.846 0.426
H -1.887 -2.295 1.192
H 0.928 0.923 -3.220
H -4.849 1.032 -1.887
H 0.947 -5.136 3.229
H 3.652 0.438 -6.475
H -3.966 0.256 2.239
H 1.760 2.735 -0.708
H -3.063 2.131 -3.298
H 4.268 -1.737 -2.849
H 1.627 1.483 -5.510
H 0.457 -1.627 0.986
H 1.930 -3.682 -1.397
H 6.117 -2.482 0.949
H 1.569 3.015 -2.444
H -5.542 0.214 0.341
H -0.472 -1.163 3.992
H 0.966 4.207 -1.295
H -0.009 -1.320 -3.277
H -3.319 -2.461 -0.829
H 4.964 -1.171 -5.136
*
```

* DFT total energy: -4711.40072 Eh

These are the natural (NBO) partial charges, in e, on atoms 1 to 4:
1. Pd 0.55
2. Se -0.09
3. S -0.06
4. P 1.94